(1)
Here is a cluster of 2 separate species, C31H22NO4 in total at a distorted geometry from OMol25. Energies are from wB97M-V/def2-TZVPD.

Last column: Mulliken charge in e.
Positions of all 58 atoms, in Å:
C: 0.60238 6.10879 -0.06256  -0.342
C: 1.31866 5.05682 -0.59780  -0.664
C: 1.13665 3.78371 -0.10699  -0.354
C: 0.22342 3.54171 0.91867  0.132
C: 0.02422 2.17629 1.43748  0.125
C: 1.08795 1.40802 1.78376  -1.196
C: 0.93497 0.07094 2.27443  1.087
C: 2.02680 -0.67614 2.64902  -0.552
C: 1.96865 -2.04997 3.14032  -0.029
C: 1.21117 -3.04046 2.49689  -0.301
C: 1.12679 -4.31415 3.01076  -0.710
C: 1.78415 -4.63216 4.18245  -0.331
C: 2.55057 -3.67903 4.82564  -0.622
C: 2.65558 -2.40912 4.30669  -0.309
C: -0.39460 -0.43396 2.43150  -0.599
C: -1.49543 0.28756 2.11011  -0.270
C: -2.83838 -0.29899 2.27199  0.002
C: -3.09673 -1.57749 1.78059  -0.324
C: -4.33130 -2.16092 1.94982  -0.709
C: -5.32531 -1.47820 2.62221  -0.326
C: -5.09119 -0.20878 3.11569  -0.694
C: -3.85950 0.38181 2.93242  -0.243
C: -1.33986 1.64502 1.57579  0.361
O: -2.31247 2.30405 1.25305  -0.710
C: -0.49103 4.61569 1.44390  -0.256
C: -0.29783 5.89113 0.96237  -0.693
H: 0.74047 7.10322 -0.45172  0.367
H: 2.01393 5.23003 -1.40408  0.367
H: 1.68521 2.95485 -0.52015  0.485
H: 2.07783 1.82196 1.70791  0.726
H: 2.98685 -0.18617 2.65293  0.442
H: 0.71116 -2.80078 1.57483  0.596
H: 0.56550 -5.07287 2.48909  0.377
H: 1.70894 -5.62781 4.58870  0.377
H: 3.05487 -3.92992 5.74401  0.435
H: 3.23637 -1.65661 4.81094  0.490
H: -0.52272 -1.41083 2.86021  1.049
H: -2.31117 -2.09750 1.26034  0.476
H: -4.51723 -3.15009 1.56121  0.374
H: -6.28738 -1.94104 2.76447  0.372
H: -5.86707 0.30982 3.65721  0.368
H: -3.66459 1.37285 3.30543  0.421
H: -1.19900 4.42448 2.23237  0.401
H: -0.84619 6.71764 1.38592  0.364
O: 3.96900 1.14037 4.88261  -0.770
C: 4.91685 0.86638 5.62488  0.425
C: 6.24627 1.33057 5.35667  -0.050
N: 6.50779 2.17435 4.18972  0.884
O: 6.00315 3.30219 4.13742  -0.550
O: 7.25624 1.74028 3.30719  -0.593
C: 7.27412 0.94786 6.18805  -0.341
C: 7.04772 0.14581 7.28992  -0.630
C: 5.76289 -0.29575 7.58124  -0.502
C: 4.71952 0.05081 6.78107  -0.347
H: 8.27229 1.28598 5.96406  0.359
H: 7.86908 -0.14333 7.92771  0.324
H: 5.59950 -0.92381 8.44234  0.360
H: 3.72204 -0.28865 6.99903  0.474

The HOMO-LUMO gap comes out at 5.17 eV. The calculation puts the LUMO energy at 1.335 eV. The total charge is -1.



(2)
Here is the molecule C24H27N5O7 at a distorted geometry from OMol25. Energies are from wB97M-V/def2-TZVPD.

Last column: Mulliken charge in e.
Positions of all 63 atoms, in Å:
C: 4.64423 -2.67900 -2.44441  -0.812
O: 5.46309 -2.02006 -1.50986  -0.429
C: 4.87533 -1.22064 -0.58741  0.531
C: 3.52059 -1.00021 -0.46603  -0.591
C: 3.00334 -0.13778 0.51541  0.122
C: 1.57752 0.09364 0.56776  -0.583
N: 1.07880 0.98816 1.32158  -0.994
N: -0.24520 1.19518 1.25617  0.829
C: -0.81092 2.29668 1.80596  -0.060
O: -0.23501 3.10167 2.49851  -0.650
C: -2.27725 2.54883 1.40604  0.292
C: -2.30766 3.28793 0.03884  -1.336
C: -1.89898 2.43073 -1.11009  0.738
C: -2.72393 1.67604 -1.89410  -0.885
N: -1.99263 0.96764 -2.80472  0.066
C: -0.66926 1.24907 -2.62725  -0.898
C: 0.45289 0.76638 -3.28942  -1.082
C: 1.68252 1.24462 -2.89106  -0.519
C: 1.79765 2.19112 -1.86889  -0.811
C: 0.69046 2.67285 -1.20861  -0.091
C: -0.56670 2.18789 -1.57259  1.413
N: -3.20291 1.42565 1.44980  -0.124
C: -3.20539 0.23822 0.80715  0.637
O: -2.27802 -0.31171 0.25026  -0.802
O: -4.43616 -0.30534 0.90380  -0.494
C: -4.58880 -1.63182 0.40281  -0.823
C: -4.12858 -2.68824 1.41185  0.975
C: -4.95872 -2.60277 2.68933  -1.425
C: -4.23226 -4.07475 0.78406  -1.625
C: 3.87211 0.49623 1.38248  -0.753
C: 5.24814 0.27329 1.28334  -0.391
N: 6.09642 0.94071 2.21242  1.171
O: 5.59838 1.64676 3.05660  -0.610
O: 7.31240 0.76550 2.11741  -0.794
C: 5.78236 -0.58141 0.30174  1.211
O: 7.07664 -0.83769 0.14321  -0.600
H: 3.95251 -3.37205 -1.95478  0.340
H: 5.32418 -3.23965 -3.08322  0.235
H: 4.07697 -1.96776 -3.05341  0.299
H: 2.82729 -1.47910 -1.13888  0.462
H: 0.94904 -0.50516 -0.10228  0.387
H: -0.81915 0.58052 0.66119  0.283
H: -2.64146 3.25496 2.15993  0.298
H: -1.64205 4.14866 0.12096  0.425
H: -3.32574 3.65092 -0.12339  0.458
H: -3.79470 1.59317 -1.86781  0.486
H: -2.36767 0.32237 -3.47831  0.221
H: 0.36021 0.04397 -4.08774  0.400
H: 2.57788 0.89032 -3.38095  0.461
H: 2.77928 2.54506 -1.59225  0.452
H: 0.79556 3.39818 -0.41629  0.419
H: -4.11419 1.65787 1.81849  0.323
H: -4.01766 -1.72839 -0.52642  0.363
H: -5.65610 -1.73415 0.19576  0.422
H: -3.08005 -2.48310 1.65212  0.142
H: -4.91163 -1.60044 3.10810  0.323
H: -5.99960 -2.84106 2.48014  0.335
H: -4.58552 -3.30474 3.43060  0.416
H: -3.61393 -4.14234 -0.10775  0.401
H: -3.89957 -4.83036 1.49071  0.409
H: -5.26237 -4.29126 0.50883  0.351
H: 3.48964 1.16679 2.13469  0.697
H: 7.58432 -0.32661 0.81988  0.391

The HOMO-LUMO gap comes out at 7.51 eV. The calculation puts the LUMO energy at -0.449 eV. For the energy above the lowest of the compared OMol25 structures with the same formula, charge and spin, the calculation gives 7.8 kcal/mol. As for the SMILES: COc1cc(/C=N/NC(=O)[C@@H](Cc2c[nH]c3ccccc23)NC(=O)OCC(C)C)cc([N+](=O)[O-])c1O. The total charge is 0.